Entry from the OMol25 dataset: C23H40BCl19O4 as an isolated structure at a distorted geometry (ωB97M-V/def2-TZVPD).

```
87
Properties=species:S:1:pos:R:3
C -5.95838 2.75149 3.36144
B -5.01379 1.58843 3.78199
O -5.52458 0.34138 4.09486
C -3.45798 1.85908 3.90355
C -2.46412 2.00459 3.01832
Cl -2.56502 1.93013 1.34041
C -1.19073 2.28454 3.77883
O -0.24133 2.93593 3.46778
O -1.42045 1.77588 5.04517
C -2.80254 2.01440 5.23140
O -3.25706 2.36745 6.27743
H -5.82016 3.61358 4.02135
H -7.00385 2.44952 3.41157
H -5.74321 3.09939 2.34712
H -5.58042 0.22207 5.05512
Cl 0.11650 3.60497 0.72032
C 0.91675 4.16375 2.21467
C 2.41571 4.22823 2.06629
Cl 3.13642 2.60577 1.90540
H 0.62380 3.49067 3.01653
H 0.52685 5.15659 2.43094
H 2.85012 4.68919 2.95171
H 2.70362 4.80747 1.19283
Cl -5.33328 -3.54791 -0.39976
C -5.04135 -3.52593 1.35915
C -5.33275 -2.16590 1.93019
Cl -4.14971 -0.95385 1.37185
H -4.00913 -3.81673 1.53649
H -5.69764 -4.27175 1.80427
H -5.27958 -2.18686 3.01693
H -6.31063 -1.80793 1.63078
Cl -7.39688 0.81482 -1.60313
C -8.58728 -0.42821 -1.14379
C -9.35154 -0.05001 0.10022
Cl -8.29105 -0.04354 1.53331
H -8.04811 -1.36299 -1.00806
H -9.27719 -0.54018 -1.97838
H -10.14051 -0.77753 0.28199
H -9.79729 0.93717 0.01344
Cl 0.12503 0.90103 -3.87012
C 1.36462 0.61495 -2.61609
C 2.07205 1.87857 -2.21451
Cl 3.12245 2.51739 -3.51329
H 2.05427 -0.13505 -2.99539
H 0.84890 0.20350 -1.75000
H 2.71461 1.66120 -1.36623
H 1.36725 2.65866 -1.94082
Cl 5.22304 -2.10686 -2.34071
C 5.75453 -0.48709 -1.82591
C 5.52440 -0.25213 -0.35661
Cl 3.78465 -0.15499 0.03543
H 5.22003 0.24455 -2.42887
H 6.81846 -0.41652 -2.04490
H 5.96897 0.69852 -0.06602
H 5.95608 -1.04213 0.25057
Cl 8.10033 -3.02562 0.29845
C 9.16263 -3.92076 -0.82280
C 9.86419 -3.00940 -1.79138
Cl 8.74237 -2.28676 -2.97689
H 8.55628 -4.66129 -1.33786
H 9.89979 -4.43350 -0.21337
H 10.59810 -3.57746 -2.36025
H 10.37526 -2.19967 -1.27788
Cl 12.47019 -3.92107 0.29845
C 12.38598 -4.92050 1.77482
C 13.20517 -6.17768 1.65045
Cl 12.51049 -7.30738 0.46010
H 11.33935 -5.14691 1.96377
H 12.76361 -4.31034 2.59291
H 13.22632 -6.69305 2.60888
H 14.22493 -5.95755 1.34660
Cl -1.33937 -2.54928 -3.22874
C -2.51650 -1.21864 -3.38916
C -3.86108 -1.56538 -2.81070
Cl -4.73507 -2.81749 -3.73764
H -2.58531 -0.96336 -4.44311
H -2.10308 -0.36769 -2.85430
H -4.49475 -0.67960 -2.81382
H -3.77040 -1.92371 -1.78900
Cl -5.02088 3.69213 -2.89847
C -5.99742 4.93999 -3.71185
C -7.38096 4.44315 -4.04338
Cl -7.36071 3.18854 -5.30814
H -5.46272 5.25265 -4.60470
H -6.06751 5.78580 -3.03012
H -7.98262 5.26825 -4.42081
H -7.86820 4.02283 -3.16713
```

## Properties
HOMO energy: -9.328 eV
orbital gap: 8.050 eV
max |F|: 10.836 eV/A
charge: 0

Results of the Löwdin charge analysis, in e, for atoms 1 through 8: number 1, C, carries 0.018; number 2, B, carries -0.486; number 3, O, carries 0.105; number 4, C, carries -0.006; number 5, C, carries -0.523; number 6, Cl, carries 0.774; number 7, C, carries -0.303; number 8, O, carries 0.145